Record 1
A 8-piece molecular cluster, C39H53NO6 overall in a non-equilibrium geometry, computed with ωB97M-V/def2-TZVPD.

Geometry as XYZ:
```
99
Properties=species:S:1:pos:R:3
C 0.13 0.65 -0.16
N -0.92 1.42 0.55
O -1.26 2.46 0.01
O -1.48 0.96 1.52
H 1.09 1.06 0.13
H -0.08 0.65 -1.22
H 0.02 -0.38 0.18
C 0.63 0.04 -3.54
O -0.49 -0.80 -3.69
C -0.15 -2.07 -4.20
C -1.40 -2.76 -4.69
O -1.84 -2.10 -5.85
C -3.12 -2.52 -6.23
H 0.26 1.05 -3.34
H 1.26 0.11 -4.43
H 1.22 -0.33 -2.69
H 0.35 -2.67 -3.42
H 0.55 -2.01 -5.04
H -2.19 -2.72 -3.92
H -1.22 -3.83 -4.83
H -3.49 -1.96 -7.08
H -3.85 -2.40 -5.42
H -3.11 -3.58 -6.51
C 0.44 2.57 3.33
O 1.36 2.69 2.26
C 1.44 3.99 1.73
C 2.59 4.01 0.74
O 2.39 3.00 -0.22
C 3.46 2.89 -1.13
H 0.45 1.53 3.66
H -0.56 2.88 3.04
H 0.77 3.17 4.19
H 1.66 4.71 2.52
H 0.51 4.27 1.22
H 3.53 3.83 1.28
H 2.66 4.98 0.24
H 4.36 2.53 -0.59
H 3.71 3.86 -1.57
H 3.22 2.17 -1.90
C -3.75 -0.42 -1.19
C -4.26 -0.89 -2.37
C -5.51 -1.49 -2.43
C -6.26 -1.58 -1.27
C -5.73 -1.15 -0.05
C -4.44 -0.65 0.01
H -2.75 -0.01 -1.14
H -3.73 -0.83 -3.32
H -5.91 -1.91 -3.35
H -7.24 -2.04 -1.24
H -6.35 -1.26 0.83
H -3.98 -0.39 0.95
C -2.97 3.47 5.28
C -3.82 4.55 5.43
C -4.89 4.69 4.55
C -5.05 3.84 3.47
C -4.15 2.79 3.27
C -3.12 2.63 4.18
H -2.10 3.35 5.91
H -3.71 5.28 6.23
H -5.65 5.44 4.72
H -5.89 3.97 2.81
H -4.22 2.14 2.41
H -2.46 1.77 4.08
C -1.68 -3.53 -0.70
C -1.34 -4.85 -1.02
C -0.51 -5.54 -0.14
C -0.06 -4.99 1.05
C -0.43 -3.68 1.37
C -1.25 -2.99 0.49
H -2.25 -2.91 -1.38
H -1.69 -5.28 -1.94
H -0.28 -6.58 -0.37
H 0.52 -5.58 1.74
H -0.12 -3.21 2.29
H -1.58 -1.98 0.73
C 4.45 1.72 3.90
C 4.22 1.09 2.68
C 5.31 0.54 2.01
C 6.60 0.69 2.52
C 6.82 1.41 3.68
C 5.72 1.92 4.39
H 3.60 2.04 4.49
H 3.22 0.97 2.27
H 5.15 0.02 1.08
H 7.45 0.26 2.00
H 7.80 1.59 4.10
H 5.88 2.48 5.30
C 4.09 -2.20 -3.07
C 4.01 -1.05 -2.30
C 3.18 -1.04 -1.18
C 2.50 -2.18 -0.80
C 2.57 -3.33 -1.59
C 3.38 -3.34 -2.71
H 4.70 -2.24 -3.97
H 4.59 -0.16 -2.49
H 3.13 -0.11 -0.62
H 1.93 -2.23 0.12
H 2.01 -4.19 -1.27
H 3.42 -4.20 -3.37
```

orbital gap: 9.67 eV
F_max: 1.542 eV/Å
charge: 0
energy above the lowest of the compared OMol25 structures with the same formula, charge and spin: 0.00 kcal/mol
lowest unoccupied orbital energy: 0.54 eV
E: -55072.5872 eV
structure (SMILES): C[N+](=O)[O-].c1ccccc1.c1ccccc1.c1ccccc1.c1ccccc1.c1ccccc1.COCCOC.COCCOC

Record 2
A 3-piece molecular cluster, C11H21N4 overall in a non-equilibrium geometry, computed with ωB97M-V/def2-TZVPD.

Geometry as XYZ:
```
36
Properties=species:S:1:pos:R:3
C -2.18 -0.48 -0.36
C -0.56 -1.62 -1.71
C -1.34 -0.63 0.79
C 0.25 -1.78 -0.65
C -1.90 -1.08 -1.56
C -0.06 -1.20 0.62
C -2.89 -0.99 -2.70
C 3.78 -0.95 1.64
C 0.61 -0.80 2.88
C -0.29 3.03 -0.71
C 2.69 -0.31 0.99
N 0.01 1.45 -1.11
N 2.37 0.48 0.12
N 0.88 -1.26 1.61
N -1.18 3.02 0.30
H -3.25 -0.07 -0.18
H -0.55 -2.00 -2.70
H -1.68 -0.31 1.80
H 1.23 -2.17 -0.69
H -3.95 -0.61 -2.43
H -2.49 -0.53 -3.54
H -3.00 -2.02 -3.04
H 3.43 -2.01 2.08
H 4.68 -1.08 1.09
H 4.01 -0.26 2.50
H 0.29 0.32 3.05
H -0.22 -1.42 3.23
H 1.54 -0.91 3.48
H 0.64 3.44 -0.36
H -0.73 3.53 -1.61
H -0.11 1.19 -2.08
H -0.59 0.92 -0.44
H 0.94 1.13 -0.59
H 2.92 0.88 -0.69
H -2.15 2.92 0.01
H -1.14 2.19 0.97
```

orbital gap (spin up / spin down): 7.14 / 7.13 eV
F_max: 4.981 eV/Å
charge: +1
energy above the lowest of the compared OMol25 structures with the same formula, charge and spin: 55.07 kcal/mol
lowest unoccupied orbital energy (spin up / spin down): -3.63 / -3.64 eV
E: -17697.4841 eV

Record 3
A 3-piece molecular cluster, C2H2NO3 overall in a non-equilibrium geometry, computed with ωB97M-V/def2-TZVPD.

Geometry as XYZ:
```
8
Properties=species:S:1:pos:R:3
C 2.21 0.56 0.45
C -2.20 0.10 -0.15
N 3.24 1.02 0.17
O -0.05 -0.79 0.01
O -2.96 -0.41 0.56
O -1.90 0.92 -0.93
H 1.30 0.00 0.58
H 0.35 -1.41 -0.68
```

orbital gap: 8.24 eV
F_max: 3.063 eV/Å
charge: -1
energy above the lowest of the compared OMol25 structures with the same formula, charge and spin: 47.94 kcal/mol
lowest unoccupied orbital energy: 3.89 eV
E: -9739.5740 eV

Record 4
A 2-piece molecular cluster, C4H9NO overall in a non-equilibrium geometry, computed with ωB97M-V/def2-TZVPD.

Geometry as XYZ:
```
15
Properties=species:S:1:pos:R:3
C -0.97 0.84 0.87
C 0.11 1.14 -0.07
C 0.16 2.27 -0.87
C 1.67 -0.67 -0.08
N 1.29 0.50 0.20
H -0.88 1.48 1.76
H -0.98 -0.12 1.39
H -1.92 1.00 0.35
H 0.90 2.35 -1.65
H -0.58 3.06 -0.85
H 2.64 -1.02 0.26
H 1.18 -1.35 -0.77
H -1.39 -2.52 -0.43
H -0.43 -3.67 0.36
O -0.82 -3.28 -0.46
```

orbital gap (spin up / spin down): 10.13 / 7.24 eV
F_max: 3.138 eV/Å
charge: +1
spin multiplicity: 2
<S²>: 0.77
energy above the lowest of the compared OMol25 structures with the same formula, charge and spin: 45.37 kcal/mol
lowest unoccupied orbital energy (spin up / spin down): -4.83 / -7.72 eV
E: -7821.3272 eV